[1]
Formula: C37H46N4P
Source: OMol25
Level of theory: the ωB97M-V functional and the def2-TZVPD basis

```
88
Properties=species:S:1:pos:R:3:forces:R:3:lowdin_charge:R:1
C -4.36127 2.00268 -3.48206 0.3 -0.1 0.0 -0.071
N -4.23867 2.40935 -2.09530 -0.2 0.3 -0.4 -0.211
C -4.13354 3.84048 -1.89202 -0.1 0.1 0.0 -0.063
C -4.05930 1.50639 -1.07632 0.3 -0.2 0.3 -0.234
C -4.41047 1.84527 0.25996 -0.1 -0.4 -0.2 -0.024
C -4.28590 0.89780 1.26974 0.5 -0.1 -0.4 -0.115
C -3.60183 -0.31418 1.03371 -0.4 -0.3 -0.2 -0.390
P -3.11001 -1.33195 2.48602 0.8 0.7 -0.4 1.123
C -1.99533 -2.56892 1.69549 -0.2 -0.5 0.4 -0.382
C -0.63570 -2.31173 1.43984 -0.4 0.0 -0.5 -0.071
C 0.09063 -3.11330 0.56934 -0.1 -0.4 0.2 -0.012
C -0.44139 -4.35586 0.14235 -0.3 0.2 0.1 -0.227
N 0.29800 -5.20060 -0.64869 0.1 -0.3 -0.4 -0.207
C 0.15116 -6.64475 -0.62586 -0.1 -0.1 -0.1 -0.060
C 1.41884 -4.72820 -1.43574 0.2 0.1 0.2 -0.070
C -1.76088 -4.70467 0.54994 0.2 0.1 -0.1 -0.029
C -2.53348 -3.80941 1.27833 0.6 0.5 0.0 -0.116
C -1.86395 -0.22065 3.26767 -0.2 0.3 0.2 -0.377
C -1.46614 -0.45820 4.60138 0.1 0.3 -0.5 -0.091
C -0.41210 0.24846 5.16862 0.1 0.1 -0.3 -0.018
C 0.34864 1.16215 4.38547 -0.3 -0.3 0.0 -0.227
N 1.45308 1.78797 4.90565 0.4 0.1 0.2 -0.206
C 2.48602 2.34719 4.05768 -0.2 0.2 -0.1 -0.069
C 1.61431 2.07814 6.31906 0.1 -0.1 0.0 -0.060
C -0.05089 1.39598 3.04651 -0.3 0.0 0.3 -0.019
C -1.19864 0.79092 2.54621 0.3 -0.5 0.2 -0.093
C -3.28300 -0.66407 -0.29395 -0.1 0.4 0.4 -0.081
C -3.52627 0.22017 -1.33718 -0.2 0.2 0.1 -0.021
H -4.74368 0.97918 -3.55155 0.0 0.2 0.0 0.084
H -5.05878 2.67072 -4.00665 0.1 -0.1 0.2 0.090
H -3.39881 2.05105 -4.01659 -0.1 0.0 0.1 0.094
H -3.89282 4.05993 -0.84752 0.0 0.0 -0.3 0.076
H -3.34270 4.26543 -2.53243 -0.1 -0.1 0.2 0.094
H -5.07564 4.34439 -2.15568 0.2 0.0 0.1 0.092
H -4.80554 2.83955 0.47987 -0.1 -0.5 -0.1 0.103
H -4.68163 1.10684 2.26568 0.3 0.1 -0.1 0.104
H -0.14201 -1.46211 1.90816 -0.2 0.0 -0.3 0.101
H 1.09030 -2.80187 0.25102 -0.3 -0.3 0.4 0.106
H -0.63591 -6.94876 0.07060 0.3 0.0 -0.2 0.075
H -0.09041 -7.02678 -1.63068 0.0 0.1 0.3 0.092
H 1.09558 -7.12599 -0.31947 -0.2 0.2 0.0 0.094
H 1.28038 -3.67783 -1.70786 0.0 -0.2 0.0 0.085
H 2.37416 -4.82511 -0.89666 -0.1 0.0 -0.1 0.095
H 1.50112 -5.31961 -2.35713 -0.1 0.1 0.2 0.090
H -2.18804 -5.65992 0.23550 0.1 0.4 0.1 0.101
H -3.56810 -4.06411 1.52854 0.3 0.1 -0.1 0.093
H -1.98391 -1.21363 5.19492 0.2 0.2 -0.1 0.085
H -0.12641 0.05517 6.20401 -0.1 0.0 -0.4 0.100
H 2.53126 1.81152 3.10470 0.1 0.1 0.2 0.085
H 2.31685 3.41455 3.84798 0.0 -0.1 0.0 0.094
H 3.46138 2.25917 4.55343 -0.2 -0.1 -0.1 0.090
H 0.74928 1.73032 6.89064 0.2 0.2 -0.1 0.074
H 2.52338 1.59785 6.71480 -0.3 0.0 0.0 0.093
H 1.72762 3.16280 6.48212 -0.1 -0.2 -0.1 0.093
H 0.52414 2.07442 2.41214 -0.4 -0.1 0.3 0.104
H -1.55878 1.08651 1.56258 0.2 -0.2 0.1 0.105
H -2.80511 -1.61836 -0.51532 -0.1 0.2 0.1 0.101
H -3.25124 -0.05829 -2.35799 -0.1 0.1 0.4 0.105
C -11.08661 -2.40932 2.81993 -0.1 0.1 0.1 -0.140
C -10.83109 -3.16118 1.49954 0.0 -0.4 0.0 -0.146
C -9.33603 -3.00906 1.19354 -0.3 0.1 -1.0 -0.129
N -8.72500 -2.47877 2.40507 1.7 0.6 0.1 -0.080
C -7.40849 -2.28858 2.50972 -0.5 -0.9 0.1 -0.011
C -6.77644 -1.70969 3.61993 0.1 0.8 0.6 -0.068
C -5.48097 -2.01427 4.03276 -1.0 -1.1 -0.3 -0.074
C -5.00519 -1.59265 5.34569 0.4 0.3 1.0 -0.250
C -4.18207 -2.43801 6.13765 -0.5 0.5 -0.5 -0.038
C -3.79102 -2.04801 7.41563 0.0 -0.1 0.0 -0.076
C -4.17399 -0.80856 7.93067 -0.1 0.2 -0.5 -0.061
C -4.98532 0.03807 7.16246 0.0 -0.2 -0.1 -0.060
C -5.42486 -0.36085 5.90079 0.2 -0.4 -0.1 -0.026
C -9.70852 -1.94919 3.34701 -0.8 0.5 0.4 -0.123
H -11.73804 -1.54261 2.65292 0.2 -0.2 0.1 0.115
H -11.58706 -3.06031 3.54611 0.1 0.2 -0.2 0.114
H -11.08365 -4.22296 1.60455 0.0 0.3 0.0 0.115
H -11.43516 -2.75632 0.68042 0.2 -0.2 0.2 0.116
H -8.86815 -3.95370 0.88803 0.0 0.3 0.2 0.133
H -9.19638 -2.28517 0.37372 0.1 -0.2 0.3 0.136
H -6.77198 -2.70030 1.70758 -0.5 0.1 0.3 0.159
H -7.38490 -1.06439 4.27608 0.3 -0.4 -0.4 0.108
H -4.94603 -2.82188 3.51544 -0.4 0.4 0.5 0.070
H -3.90947 -3.41831 5.74847 0.1 0.2 0.1 0.121
H -3.17203 -2.71896 8.01433 -0.2 0.2 -0.2 0.113
H -3.83051 -0.49115 8.91305 -0.1 -0.1 -0.2 0.111
H -5.28028 1.01294 7.54549 0.0 -0.2 0.0 0.110
H -6.11683 0.26942 5.33332 0.4 -0.1 0.2 0.113
H -9.67760 -0.84568 3.36247 0.2 -0.4 0.0 0.136
H -9.54939 -2.28965 4.37994 0.3 -0.1 -0.4 0.135
```
Forces are in eV/Å.

The multiplicity is 1. As for the LUMO energy: -3.78 eV. Its net charge is +1. The orbital gap comes out at 5.1 eV. Its largest force on an atom is 0.03538 hartree/bohr. As for the HOMO energy: -8.852 eV. Its calculated total energy is -54357.146 eV.

=====

[2]
Formula: C51H43NOP3PdS3
Source: OMol25
Level of theory: the ωB97M-V functional and the def2-TZVPD basis

```
103
Properties=species:S:1:pos:R:3:forces:R:3:lowdin_charge:R:1
Pd 0.36584 -0.05861 0.06226 -0.2 -0.5 0.4 0.183
O 3.53310 0.38340 -1.80240 1.1 0.6 0.3 -0.422
S 2.12129 0.03886 -1.70384 -0.2 -0.8 -1.6 0.867
C 2.13018 -1.76281 -2.04337 0.0 0.0 0.4 -0.348
C 2.40014 -2.28448 -3.29581 0.1 0.1 -0.2 -0.059
C 2.65485 -3.63816 -3.44814 0.1 0.1 0.1 -0.063
C 2.67131 -4.46890 -2.33913 0.0 -0.1 0.0 -0.054
C 2.38308 -3.95656 -1.08642 -0.1 0.1 -0.1 -0.058
C 2.08814 -2.60546 -0.93431 0.0 0.0 0.2 -0.350
P 1.76050 -1.89806 0.71913 -0.1 -0.7 -0.1 0.956
C 0.60163 -2.97235 1.59524 0.0 0.0 0.0 -0.389
C -0.43811 -3.62090 0.93079 0.3 0.0 0.0 -0.121
C -1.45509 -4.21661 1.65477 -0.1 -0.1 0.0 -0.080
C -1.46544 -4.14122 3.03915 0.1 0.0 0.0 -0.071
C -0.43763 -3.48942 3.70323 0.0 -0.1 0.1 -0.066
C 0.59475 -2.91088 2.99133 0.1 0.1 -0.2 -0.132
C 3.38293 -2.13630 1.48814 -0.2 0.3 0.1 -0.350
C 3.70290 -3.33329 2.12349 0.0 0.1 0.0 -0.089
C 4.99329 -3.53714 2.57630 0.1 -0.1 0.0 -0.065
C 5.95686 -2.55436 2.40794 0.0 0.0 0.0 -0.065
C 5.62923 -1.35735 1.79003 0.1 0.0 0.0 -0.061
C 4.34461 -1.14490 1.32170 -0.2 0.0 0.1 -0.080
C 1.33016 0.63338 -3.21985 -0.4 -0.1 0.4 -0.354
C 2.02330 0.66882 -4.41449 0.2 0.1 0.1 -0.074
C 1.35327 1.01630 -5.57821 0.1 0.0 0.1 -0.046
C 0.00540 1.33293 -5.53172 0.0 0.0 -0.1 -0.051
C -0.65836 1.39800 -4.31789 0.1 -0.1 0.1 -0.065
C 0.01198 1.07417 -3.14303 -0.2 -0.1 -0.1 -0.350
P -0.63865 1.46805 -1.48766 0.1 0.8 0.0 0.996
C 0.29280 3.00470 -1.23050 -0.1 -0.1 0.1 -0.354
C 0.16125 4.08060 -2.10398 0.1 0.0 0.1 -0.087
C 0.88848 5.23261 -1.87638 -0.1 0.1 -0.1 -0.061
C 1.74893 5.30978 -0.78996 0.1 -0.1 0.0 -0.061
C 1.91737 4.22161 0.05174 0.1 0.2 -0.1 -0.065
C 1.18712 3.06695 -0.16620 0.0 -0.3 0.1 -0.125
C -2.36173 1.93666 -1.75904 0.1 -0.2 0.2 -0.367
C -2.85461 3.19720 -1.43706 0.2 -0.1 -0.1 -0.094
C -4.20827 3.45116 -1.56392 -0.2 0.0 0.0 -0.066
C -5.06894 2.45161 -1.98652 0.0 0.0 0.0 -0.065
C -4.58312 1.18918 -2.29406 0.0 -0.1 0.0 -0.066
C -3.23286 0.92902 -2.17495 0.2 0.1 0.0 -0.116
H 2.42444 -1.64091 -4.15960 0.0 0.0 -0.1 0.097
H 2.86970 -4.03571 -4.43011 0.0 0.0 0.0 0.117
H 2.92499 -5.51106 -2.45384 0.0 -0.1 0.0 0.113
H 2.40135 -4.59140 -0.21288 0.0 -0.1 0.0 0.113
H -0.45213 -3.64613 -0.15049 0.0 0.0 0.0 0.080
H -2.24709 -4.73351 1.13347 -0.1 0.0 0.0 0.106
H -2.27044 -4.58466 3.60492 -0.1 -0.1 0.0 0.108
H -0.44021 -3.42429 4.78073 0.0 0.0 0.1 0.112
H 1.38280 -2.37969 3.51062 0.0 -0.1 0.0 0.088
H 2.94588 -4.09180 2.27002 0.0 -0.1 0.0 0.105
H 5.25025 -4.46875 3.05766 0.0 -0.1 0.1 0.109
H 6.96508 -2.72859 2.75451 0.1 0.0 0.0 0.109
H 6.37893 -0.59200 1.66410 0.1 0.1 0.0 0.111
H 4.07788 -0.22015 0.82440 0.1 0.1 0.0 0.096
H 3.08221 0.45720 -4.40789 0.1 -0.1 -0.1 0.122
H 1.88509 1.03268 -6.51627 0.1 0.0 -0.1 0.114
H -0.52038 1.57526 -6.44242 -0.1 0.0 -0.1 0.113
H -1.69266 1.70652 -4.27754 -0.1 0.1 0.0 0.107
H -0.50097 3.99628 -2.95507 0.0 0.1 -0.1 0.112
H 0.79023 6.06849 -2.55144 0.0 0.1 0.0 0.109
H 2.30129 6.21960 -0.61249 0.1 0.1 0.0 0.108
H 2.61512 4.28231 0.87541 0.0 0.0 0.1 0.115
H 1.31756 2.19970 0.49307 -0.1 0.5 -0.2 0.035
H -2.18643 3.97562 -1.09838 0.0 0.0 0.0 0.098
H -4.59422 4.43369 -1.33586 0.0 0.1 0.0 0.111
H -6.12428 2.65363 -2.07391 -0.1 0.0 0.0 0.108
H -5.25765 0.41231 -2.62309 -0.1 0.0 0.0 0.108
H -2.82724 -0.04896 -2.39928 -0.1 -0.1 0.0 0.084
C -0.84885 -3.81909 -4.32631 0.0 0.0 0.0 -0.070
C -1.88478 -3.17702 -3.39574 -0.3 -0.6 -0.6 -0.191
C -1.23449 -2.31269 -2.45621 0.3 0.5 0.5 -0.175
N -0.66455 -1.63132 -1.73087 -0.2 -0.1 -0.1 0.179
H -1.33045 -4.53706 -4.98361 -0.1 0.0 0.0 0.083
H -0.08336 -4.33454 -3.75023 0.0 0.0 0.0 0.067
H -0.36519 -3.06254 -4.94044 0.1 0.0 0.0 0.082
H -2.44115 -3.94135 -2.84570 0.0 0.1 0.0 0.130
H -2.60325 -2.58138 -3.96564 0.0 -0.1 0.1 0.126
S 0.99440 0.40230 2.61859 -0.2 0.1 -0.6 0.388
P -1.00033 0.72378 2.41587 -0.4 0.4 0.9 0.170
S -1.96621 -0.42200 1.08527 0.5 0.2 0.0 0.350
C -1.74565 0.44693 4.04755 0.1 -0.1 -0.2 -0.379
C -2.72553 -0.51917 4.21880 0.0 0.0 -0.1 -0.115
C -3.20018 -0.79988 5.48776 0.0 -0.1 0.1 -0.074
C -2.67597 -0.13221 6.58281 -0.1 0.0 0.0 -0.072
C -1.71496 0.85295 6.40713 0.1 0.0 0.1 -0.068
C -1.25595 1.15452 5.13898 0.0 -0.1 0.0 -0.088
C -1.21968 2.52320 2.17346 0.1 -0.6 0.1 -0.381
C -0.23898 3.39353 2.63859 -0.1 0.0 0.0 -0.145
C -0.50202 4.74897 2.69479 0.0 0.1 0.1 -0.068
C -1.73108 5.23483 2.27928 0.0 0.0 0.0 -0.061
C -2.69678 4.36562 1.79532 -0.1 0.0 0.0 -0.076
C -2.44963 3.00429 1.74389 0.1 -0.1 0.1 -0.099
H -3.10707 -1.04917 3.35772 0.0 -0.1 0.0 0.057
H -3.96392 -1.55357 5.61973 0.0 0.0 0.0 0.107
H -3.01671 -0.37679 7.57784 -0.1 0.0 0.1 0.107
H -1.31425 1.37655 7.26244 0.0 0.1 0.1 0.108
H -0.51453 1.92755 4.99459 0.1 0.0 0.0 0.100
H 0.72202 3.01162 2.95927 -0.1 0.0 0.0 0.065
H 0.24283 5.42088 3.09330 0.1 0.1 0.0 0.111
H -1.93855 6.29308 2.33914 0.0 0.1 0.0 0.108
H -3.65803 4.74600 1.48612 -0.1 0.1 -0.1 0.107
H -3.19814 2.31025 1.38177 -0.1 0.0 0.0 0.098
```
Forces are in eV/Å.

The multiplicity is 3. As for the LUMO energy (alpha / beta): -2.22 / -3.91 eV. Its net charge is +1. The orbital gap (alpha / beta) comes out at 6.9 / 6.7 eV. Its largest force on an atom is 0.03499 hartree/bohr. As for the HOMO energy (alpha / beta): -9.097 / -10.636 eV. Its calculated total energy is -120970.733 eV.

=====

> Which formula does entry 2 have?

C51H43NOP3PdS3

=====

> Which value of largest force on an atom does entry 2 give?

0.03499 hartree/bohr